--- a ---
Formula: C33H38HfIN7O4
Source: OMol25
Level of theory: wB97M-V/def2-TZVPD

Calculated values
**HOMO-LUMO gap**: 6.19 eV
**Net charge**: +4
**HOMO level**: -18.1326 eV

Geometry as XYZ:
```
84
Properties=species:S:1:pos:R:3:lowdin_charge:R:1
Hf 0.381 0.299 -1.006 1.61
C -3.777 -0.986 -2.709 0.01
C -3.645 -1.153 -1.229 -0.24
N -4.641 -1.724 -0.560 0.18
C -4.600 -1.840 0.760 -0.03
C -3.543 -1.411 1.561 -0.08
C -3.643 -1.671 3.045 -0.16
O -3.030 -0.643 3.810 -0.06
C -2.442 -0.835 0.880 -0.07
C -1.299 -0.363 1.618 -0.02
N -0.085 -0.020 1.225 -0.04
C 0.820 0.191 2.344 -0.33
C 0.684 -0.540 3.528 -0.02
C 1.509 -0.304 4.617 -0.02
C 2.514 0.651 4.548 -0.02
C 2.711 1.345 3.364 -0.11
C 1.875 1.100 2.284 -0.59
I 2.289 2.151 0.527 1.30
C -2.534 -0.705 -0.520 -0.26
O -1.513 -0.088 -1.139 -0.25
H -4.512 -1.695 -3.083 0.10
H -2.827 -1.140 -3.224 0.07
H -4.129 0.020 -2.948 0.10
H -5.468 -2.298 1.222 0.14
H -3.167 -2.634 3.271 0.14
H -4.698 -1.776 3.299 0.14
H -3.557 -0.459 4.596 0.12
H -1.518 -0.284 2.679 0.11
H -0.085 -1.297 3.629 0.12
H 1.357 -0.867 5.528 0.13
H 3.148 0.853 5.401 0.14
H 3.502 2.081 3.295 0.12
N 3.838 -4.109 1.151 0.26
C 2.791 -2.994 1.194 -0.24
C 3.252 -1.739 0.461 -0.08
C 3.201 -1.813 -1.078 -0.30
N 2.588 -0.555 -1.624 -0.05
C 2.420 -3.019 -1.589 -0.09
C 1.144 -3.271 -0.807 -0.29
N 0.185 -2.142 -1.053 0.02
C 1.422 -3.477 0.699 -0.06
H 4.737 -3.785 1.525 0.19
H 4.016 -4.481 0.215 0.17
H 3.546 -4.900 1.735 0.19
H 2.728 -2.767 2.258 0.16
H 4.235 -1.412 0.809 0.15
H 2.562 -0.969 0.818 0.07
H 4.217 -1.874 -1.472 0.16
H 2.613 -0.632 -2.641 0.09
H 3.234 0.212 -1.427 0.05
H 3.046 -3.914 -1.554 0.13
H 2.208 -2.907 -2.656 0.13
H 0.674 -4.180 -1.184 0.16
H -0.648 -2.304 -0.480 0.09
H -0.179 -2.284 -2.000 0.11
H 1.280 -4.530 0.951 0.14
H 0.672 -2.944 1.289 0.12
O -2.473 6.300 3.133 0.16
C -1.269 6.132 2.576 -0.48
O -0.281 6.641 3.008 0.18
C -1.165 5.197 1.391 -0.10
C -1.838 3.984 1.345 0.02
C -1.554 3.066 0.338 -0.02
C -0.626 3.408 -0.633 -0.35
C 0.014 4.643 -0.633 -0.05
C -0.245 5.528 0.397 0.03
N -0.273 2.420 -1.625 -0.06
C -0.374 2.723 -2.861 0.00
C -0.062 1.713 -3.869 -0.22
C -0.284 1.941 -5.212 0.06
C -0.040 0.913 -6.122 0.05
C 0.411 -0.303 -5.640 0.02
C 0.618 -0.445 -4.275 -0.11
N 0.404 0.533 -3.386 -0.01
H -3.198 6.074 2.538 0.13
H -2.560 3.734 2.112 0.13
H -2.082 2.121 0.295 0.10
H 0.741 4.893 -1.397 0.13
H 0.277 6.474 0.462 0.15
H -0.725 3.705 -3.173 0.17
H -0.647 2.904 -5.547 0.15
H -0.207 1.065 -7.181 0.15
H 0.607 -1.135 -6.302 0.14
H 0.974 -1.394 -3.891 0.10
```



--- b ---
Formula: C33H38HfIN7O4
Source: OMol25
Level of theory: wB97M-V/def2-TZVPD

Calculated values
**HOMO-LUMO gap**: 6.22 eV
**Net charge**: +4
**HOMO level**: -18.1352 eV

Geometry as XYZ:
```
84
Properties=species:S:1:pos:R:3:lowdin_charge:R:1
Hf 0.359 0.302 -0.998 1.61
C -3.797 -0.934 -2.766 0.01
C -3.625 -1.176 -1.300 -0.24
N -4.597 -1.813 -0.645 0.18
C -4.519 -1.994 0.667 -0.03
C -3.455 -1.572 1.466 -0.09
C -3.517 -1.913 2.938 -0.15
O -2.899 -0.915 3.739 -0.06
C -2.392 -0.929 0.794 -0.08
C -1.272 -0.432 1.568 -0.02
N -0.072 -0.031 1.209 -0.04
C 0.795 0.274 2.349 -0.32
C 0.614 -0.365 3.579 -0.02
C 1.394 -0.036 4.678 -0.01
C 2.391 0.921 4.576 -0.02
C 2.635 1.522 3.351 -0.11
C 1.845 1.183 2.260 -0.60
I 2.398 2.075 0.463 1.30
C -2.520 -0.736 -0.588 -0.25
O -1.519 -0.064 -1.213 -0.25
H -4.513 -1.648 -3.164 0.10
H -2.855 -1.026 -3.311 0.07
H -4.189 0.070 -2.940 0.10
H -5.361 -2.502 1.125 0.14
H -3.025 -2.878 3.107 0.14
H -4.564 -2.043 3.210 0.14
H -3.444 -0.727 4.511 0.13
H -1.516 -0.386 2.625 0.10
H -0.147 -1.123 3.712 0.12
H 1.213 -0.534 5.621 0.13
H 2.990 1.192 5.435 0.14
H 3.428 2.253 3.257 0.11
N 3.817 -4.180 1.145 0.26
C 2.770 -3.058 1.205 -0.24
C 3.221 -1.807 0.462 -0.09
C 3.169 -1.901 -1.074 -0.30
N 2.579 -0.642 -1.640 -0.04
C 2.365 -3.098 -1.572 -0.09
C 1.099 -3.329 -0.773 -0.29
N 0.157 -2.183 -1.011 0.02
C 1.396 -3.540 0.728 -0.06
H 4.724 -3.859 1.500 0.19
H 3.978 -4.561 0.210 0.17
H 3.534 -4.966 1.740 0.19
H 2.729 -2.838 2.271 0.16
H 4.197 -1.459 0.808 0.15
H 2.517 -1.046 0.814 0.07
H 4.185 -1.983 -1.464 0.16
H 2.608 -0.729 -2.655 0.08
H 3.233 0.118 -1.448 0.04
H 2.981 -4.001 -1.552 0.13
H 2.139 -2.982 -2.636 0.13
H 0.602 -4.226 -1.141 0.16
H -0.691 -2.346 -0.462 0.09
H -0.188 -2.307 -1.966 0.11
H 1.253 -4.594 0.977 0.14
H 0.658 -3.008 1.333 0.12
O -2.354 6.391 3.192 0.16
C -1.198 6.329 2.514 -0.47
O -0.258 7.004 2.797 0.18
C -1.081 5.308 1.404 -0.09
C -1.748 4.091 1.423 0.02
C -1.483 3.132 0.447 -0.02
C -0.579 3.442 -0.553 -0.34
C 0.074 4.667 -0.610 -0.04
C -0.172 5.594 0.387 0.04
N -0.273 2.427 -1.545 -0.06
C -0.383 2.729 -2.780 0.00
C -0.093 1.723 -3.808 -0.23
C -0.342 1.978 -5.139 0.06
C -0.109 0.969 -6.074 0.05
C 0.361 -0.250 -5.627 0.02
C 0.598 -0.421 -4.268 -0.10
N 0.393 0.537 -3.358 -0.02
H -3.090 6.017 2.690 0.12
H -2.456 3.861 2.209 0.13
H -2.020 2.191 0.449 0.11
H 0.791 4.886 -1.392 0.13
H 0.345 6.545 0.406 0.15
H -0.725 3.717 -3.087 0.17
H -0.718 2.946 -5.445 0.15
H -0.296 1.140 -7.127 0.15
H 0.552 -1.068 -6.308 0.14
H 0.967 -1.375 -3.908 0.10
```



Stability check: which of them is most stable? a.



--- a ---
Formula: C4H10N2S
Source: OMol25
Level of theory: wB97M-V/def2-TZVPD

Calculated values
**HOMO-LUMO gap**: 8.93 eV
**HOMO level**: -8.1782 eV
**SMILES**: CN(C)N(C)C=S

Geometry as XYZ:
```
17
Properties=species:S:1:pos:R:3:lowdin_charge:R:1
C 0.506 -1.234 -1.163 -0.15
N 0.552 -0.493 0.049 -0.25
C -0.025 -1.318 1.184 -0.11
N -0.141 0.789 -0.137 -0.22
C 0.848 1.863 0.129 -0.04
C -1.486 0.956 -0.195 -0.68
S -2.812 -0.049 -0.086 0.56
H 1.418 -1.937 -1.415 0.11
H -0.497 -1.937 -1.156 0.10
H 0.344 -0.422 -1.937 0.10
H 0.854 -1.960 1.405 0.07
H -0.375 -0.711 2.113 0.11
H -0.890 -2.081 0.669 0.10
H 0.390 2.904 0.021 0.10
H 1.789 1.737 -0.494 0.10
H 1.184 1.854 1.136 0.06
H -1.660 2.038 -0.123 0.06
```



--- b ---
Formula: C4H10N2S
Source: OMol25
Level of theory: wB97M-V/def2-TZVPD

Calculated values
**HOMO-LUMO gap**: 7.63 eV
**HOMO level**: -8.5417 eV

Geometry as XYZ:
```
17
Properties=species:S:1:pos:R:3:lowdin_charge:R:1
C 0.256 -0.199 -1.185 -0.39
C 0.088 1.158 -0.556 -0.14
C 0.620 0.687 0.804 -0.48
C 0.282 -0.724 0.304 -0.82
H -1.687 -0.324 -2.648 0.20
H -0.615 -1.933 -2.013 0.07
H 1.077 -0.558 -1.726 0.11
H -1.018 1.469 -0.700 0.14
H 0.768 2.002 -1.125 0.15
H 1.644 0.719 0.722 0.10
H 0.395 2.387 2.007 0.12
H 0.063 0.667 2.781 0.13
H -0.752 -0.665 0.928 0.12
H -1.014 -2.999 1.162 0.10
N -0.932 -0.937 -1.758 -0.06
N -0.013 1.383 1.926 0.01
S 0.837 -2.134 1.078 0.65
```



Stability check: which of them is most stable? a.